Below is C24H22BF4GeNO6S2Ta as an isolated structure, with properties calculated with ωB97M-V/def2-TZVPD.

Summary:
ΔE to the lowest compared entry with this formula, charge and spin = 35.9 kcal per mole
charge = +1
HOMO = -11.597 eV
lowest unoccupied orbital energy = -5.09 eV
multiplicity = 1

The geometry in XYZ format:
```
62
Properties=species:S:1:pos:R:3:lowdin_charge:R:1
Ta 0.755 0.712 2.565 2.101
S 5.342 0.259 1.978 1.155
C 4.714 1.278 0.756 -0.311
C 3.369 1.345 0.841 -0.204
N 2.852 0.617 1.898 -0.188
C 3.799 0.022 2.594 -0.440
H 5.354 1.765 0.039 0.092
H 2.705 1.910 0.206 0.127
H 3.602 -0.585 3.465 0.109
O 0.272 1.709 0.878 -0.147
C -0.746 2.281 1.492 -0.509
O -0.651 2.277 2.754 0.002
C -1.942 2.530 0.675 -0.104
C -2.465 1.137 0.226 -0.209
Ge -1.343 -0.121 -0.840 1.046
C -0.001 -1.246 0.120 -0.290
C -0.438 -2.441 0.723 -0.130
C 0.463 -3.383 1.168 -0.047
C 1.840 -3.176 1.012 -0.052
C 2.293 -2.015 0.435 -0.084
C 1.373 -1.043 0.011 -0.167
C -0.431 0.871 -2.251 -0.264
C -0.940 2.094 -2.690 -0.109
C -0.370 2.771 -3.759 -0.073
C 0.723 2.229 -4.418 -0.075
C 1.226 1.001 -4.015 -0.075
C 0.650 0.329 -2.946 -0.111
C -2.557 -1.378 -1.699 -0.266
C -2.158 -2.673 -2.029 -0.108
C -2.990 -3.514 -2.754 -0.072
C -4.239 -3.073 -3.165 -0.073
C -4.648 -1.785 -2.856 -0.075
C -3.811 -0.947 -2.133 -0.104
H -1.640 3.118 -0.192 0.120
H -2.687 3.067 1.259 0.142
H -3.322 1.336 -0.420 0.068
H -2.858 0.609 1.095 0.082
H -1.499 -2.629 0.832 0.122
H 0.109 -4.296 1.628 0.123
H 2.537 -3.935 1.341 0.118
H 3.354 -1.848 0.290 0.110
H 1.729 -0.168 -0.519 0.079
H -1.817 2.528 -2.222 0.091
H -0.788 3.715 -4.084 0.109
H 1.168 2.752 -5.254 0.109
H 2.059 0.556 -4.544 0.107
H 1.042 -0.646 -2.680 0.098
H -1.184 -3.046 -1.734 0.094
H -2.659 -4.515 -2.999 0.108
H -4.889 -3.729 -3.728 0.109
H -5.617 -1.428 -3.179 0.108
H -4.162 0.057 -1.924 0.090
F 1.823 2.906 2.657 0.075
B 2.327 2.827 4.001 -1.095
F 3.662 2.771 4.047 0.248
F 1.671 3.585 4.866 0.277
F 1.793 1.323 4.192 -0.091
O -1.000 -2.278 4.278 -0.157
S -0.450 -1.038 3.927 0.483
O -0.361 0.124 4.801 -0.253
O 1.060 -1.106 3.363 -0.407
O -1.001 -0.362 2.621 -0.409
```

=====

Below is C33H43BBiN7O5P as an isolated structure, with properties calculated with ωB97M-V/def2-TZVPD.

Summary:
ΔE to the lowest compared entry with this formula, charge and spin = 82.3 kcal per mole
charge = -1
HOMO (alpha / beta) = -2.798 / -1.501 eV
lowest unoccupied orbital energy (alpha / beta) = 2.49 / 2.40 eV
multiplicity = 1

The geometry in XYZ format:
```
91
Properties=species:S:1:pos:R:3:lowdin_charge:R:1
Bi -0.012 1.882 0.688 1.631
C 1.696 3.654 4.000 -0.040
C 0.425 3.649 3.133 -0.463
O -0.240 2.554 3.002 -0.246
C 0.091 4.818 2.372 -0.143
C 0.641 6.096 2.673 -0.043
C 0.033 7.266 2.156 -0.127
C -1.059 7.181 1.289 -0.117
C -1.554 5.922 0.904 -0.035
C -0.890 4.728 1.266 -0.350
O -1.270 3.642 0.598 -0.360
H 1.791 2.690 4.457 0.055
H 1.646 4.356 4.864 0.080
H 2.636 3.828 3.394 0.102
H 1.485 6.129 3.328 0.084
H 0.378 8.234 2.540 0.086
H -1.573 8.087 0.970 0.089
H -2.447 5.857 0.278 0.107
N -1.805 0.854 0.316 -0.436
P -2.009 -0.551 -0.308 0.546
N -1.299 -0.946 -1.772 -0.203
C -0.864 0.029 -2.758 -0.224
C -1.487 -0.123 -4.152 -0.178
C -1.276 -1.569 -4.661 -0.195
C -1.722 -2.631 -3.621 -0.186
C -1.077 -2.336 -2.249 -0.210
N -1.563 -1.862 0.641 -0.222
C -0.209 -2.258 1.028 -0.212
C -0.175 -3.787 1.162 -0.188
C -1.089 -4.175 2.307 -0.195
C -2.529 -3.548 2.172 -0.182
C -2.443 -2.089 1.784 -0.240
N -3.701 -0.611 -0.561 -0.205
C -4.363 -1.709 -1.226 -0.246
C -5.698 -1.973 -0.584 -0.190
C -6.563 -0.754 -0.953 -0.205
C -5.917 0.472 -0.298 -0.194
C -4.450 0.636 -0.546 -0.253
H 0.224 -0.100 -2.872 0.108
H -1.142 1.075 -2.442 0.115
H -0.968 0.581 -4.809 0.112
H -2.549 0.072 -4.151 0.098
H -0.252 -1.726 -4.968 0.101
H -1.910 -1.704 -5.560 0.102
H -1.341 -3.666 -3.773 0.111
H -2.813 -2.728 -3.552 0.088
H -0.003 -2.552 -2.376 0.123
H -1.553 -2.983 -1.481 0.092
H 0.137 -1.787 1.960 0.118
H 0.563 -1.865 0.309 0.102
H 0.840 -4.103 1.312 0.104
H -0.550 -4.268 0.295 0.088
H -0.698 -3.757 3.262 0.115
H -1.200 -5.268 2.371 0.102
H -3.067 -3.589 3.126 0.105
H -3.116 -4.161 1.494 0.097
H -2.016 -1.531 2.627 0.121
H -3.468 -1.691 1.597 0.109
H -3.740 -2.619 -1.068 0.112
H -4.424 -1.595 -2.319 0.114
H -5.634 -2.200 0.493 0.113
H -6.115 -2.914 -1.028 0.116
H -7.570 -0.852 -0.615 0.091
H -6.629 -0.669 -1.998 0.088
H -5.967 0.330 0.779 0.109
H -6.444 1.407 -0.722 0.140
H -4.055 1.376 0.112 0.086
H -4.404 1.114 -1.554 0.121
N 5.514 2.516 -2.600 0.142
C 5.021 1.930 -1.501 -0.374
O 5.817 1.968 -0.348 0.200
C 3.814 1.210 -1.421 -0.260
C 3.249 0.981 -2.685 -0.251
N 2.868 1.124 -3.796 0.088
C 3.124 0.689 -0.318 -0.265
N 2.416 0.075 0.439 0.024
H 6.260 3.166 -2.581 0.082
H 4.966 2.444 -3.434 0.071
O 5.658 -0.448 -0.517 0.187
B 6.170 0.709 0.059 -0.685
O 7.071 0.502 1.124 0.222
C 6.996 -0.868 1.317 -0.184
C 7.543 -1.671 2.256 -0.015
C 7.130 -3.038 2.359 -0.097
C 6.157 -3.562 1.511 -0.082
C 5.754 -2.781 0.352 0.010
C 6.132 -1.481 0.344 -0.136
H 8.307 -1.293 2.930 0.114
H 7.637 -3.694 3.066 0.093
H 5.717 -4.524 1.711 0.086
H 4.995 -3.223 -0.348 0.135
```

=====

Below is a 14-piece molecular cluster, C33H100N6O14 overall, with properties calculated with ωB97M-V/def2-TZVPD.

Summary:
charge = 0
HOMO = -9.138 eV
lowest unoccupied orbital energy = 0.50 eV
multiplicity = 1

The geometry in XYZ format:
```
153
Properties=species:S:1:pos:R:3:lowdin_charge:R:1
C -5.039 -4.217 2.132 -0.077
C -4.860 -3.910 0.701 -0.427
C -4.480 -5.224 -0.086 -0.171
O -4.426 -4.961 -1.475 -0.206
C -4.459 -6.061 -2.289 -0.124
N -6.027 -3.231 0.145 0.056
H -5.320 -3.367 2.643 0.054
H -4.110 -4.571 2.530 0.073
H -5.805 -4.997 2.339 0.102
H -4.079 -3.146 0.585 0.130
H -5.222 -5.974 0.104 0.112
H -3.522 -5.668 0.198 0.125
H -5.364 -6.588 -2.176 0.076
H -3.601 -6.658 -2.035 0.086
H -4.384 -5.808 -3.316 0.084
H -6.914 -3.595 0.520 0.088
H -6.041 -3.195 -0.812 0.023
C 3.454 1.301 -3.147 -0.064
C 4.353 2.269 -3.861 -0.383
C 3.709 2.867 -5.144 -0.224
O 3.648 1.805 -6.046 -0.182
C 2.943 2.143 -7.207 -0.122
N 4.688 3.453 -2.994 0.046
H 3.387 1.518 -2.075 0.057
H 3.790 0.215 -3.252 0.100
H 2.473 1.352 -3.578 0.038
H 5.255 1.821 -4.245 0.128
H 4.334 3.674 -5.510 0.118
H 2.704 3.234 -4.927 0.123
H 2.692 1.185 -7.691 0.095
H 3.382 2.823 -7.885 0.071
H 1.967 2.565 -6.960 0.076
H 5.640 3.324 -2.629 0.073
H 4.095 3.405 -2.222 0.012
C 0.572 2.750 1.115 -0.043
C 0.916 1.701 0.032 -0.423
C -0.099 0.575 0.057 -0.206
O 0.027 -0.012 1.334 -0.207
C -0.821 -1.090 1.483 -0.124
N 1.024 2.358 -1.296 0.051
H -0.574 2.882 1.063 0.099
H 1.146 3.647 0.748 0.077
H 0.903 2.507 2.083 0.034
H 1.908 1.199 0.191 0.125
H 0.124 -0.143 -0.736 0.114
H -1.125 1.046 0.023 0.142
H -1.811 -0.770 1.159 0.081
H -1.004 -1.264 2.578 0.084
H -0.384 -2.062 1.020 0.121
H 0.204 2.954 -1.417 0.074
H 0.954 1.652 -2.053 0.052
C -2.379 1.578 6.700 -0.051
C -1.746 1.239 5.352 -0.432
C -1.587 2.452 4.438 -0.236
O -2.864 3.017 4.181 -0.176
C -2.645 4.082 3.211 -0.060
N -0.448 0.586 5.461 0.061
H -1.588 2.068 7.266 0.076
H -2.653 0.680 7.271 0.074
H -3.298 2.209 6.599 0.093
H -2.411 0.538 4.772 0.148
H -1.042 2.094 3.555 0.103
H -0.894 3.234 4.838 0.137
H -3.653 4.463 2.982 0.103
H -2.289 3.610 2.331 0.053
H -1.929 4.760 3.599 0.071
H -0.295 -0.029 4.689 0.042
H -0.373 -0.037 6.240 0.070
C 3.494 -2.137 3.092 -0.062
C 2.289 -1.694 3.843 -0.407
C 1.309 -2.916 3.879 -0.169
O 0.228 -2.550 4.743 -0.220
C -0.808 -3.476 4.732 -0.137
N 2.678 -1.187 5.171 0.063
H 4.065 -2.858 3.716 0.102
H 4.133 -1.294 2.793 0.066
H 3.133 -2.650 2.218 0.067
H 1.807 -0.836 3.381 0.126
H 1.747 -3.829 4.257 0.127
H 0.948 -3.049 2.849 0.112
H -0.990 -3.933 3.766 0.080
H -1.712 -2.992 5.097 0.083
H -0.646 -4.295 5.481 0.099
H 3.064 -1.834 5.807 0.059
H 1.906 -0.752 5.661 0.045
C 0.544 -1.150 -3.633 -0.032
C 0.304 -0.424 -4.965 -0.404
C -0.808 -1.062 -5.732 -0.219
O -0.668 -2.360 -6.288 -0.195
C -1.683 -2.653 -7.178 -0.136
N -0.130 0.975 -4.739 0.054
H -0.163 -0.791 -2.849 0.072
H 1.565 -1.104 -3.311 0.044
H 0.339 -2.265 -3.788 0.085
H 1.220 -0.326 -5.542 0.138
H -0.928 -0.360 -6.537 0.112
H -1.708 -1.113 -5.048 0.143
H -1.361 -3.539 -7.717 0.094
H -1.782 -1.897 -7.955 0.085
H -2.676 -2.814 -6.712 0.102
H -0.196 1.488 -5.594 0.060
H -0.961 1.006 -4.165 0.069
C 3.161 -3.103 -1.577 -0.183
O 2.153 -2.818 -0.658 -0.125
H 3.272 -2.304 -2.289 0.054
H 4.167 -3.122 -1.121 0.072
H 2.998 -4.039 -2.100 0.081
H 2.676 -2.268 -0.071 0.018
C 5.175 -0.715 0.195 -0.116
O 3.733 -0.702 0.310 -0.184
H 5.512 0.199 -0.335 0.077
H 5.618 -0.644 1.252 0.100
H 5.457 -1.587 -0.379 0.060
H 3.550 -0.023 0.984 0.030
C -4.254 -0.362 -2.102 -0.143
O -3.010 -0.673 -2.725 -0.171
H -4.379 0.756 -2.133 0.094
H -5.000 -0.815 -2.764 0.079
H -4.245 -0.750 -1.085 0.065
H -2.883 -1.647 -2.694 0.071
C 2.901 2.368 5.859 -0.148
O 2.252 2.488 4.595 -0.161
H 3.093 1.322 6.090 0.055
H 3.852 2.930 5.782 0.084
H 2.301 2.881 6.623 0.076
H 1.443 1.958 4.673 0.030
C -4.114 6.854 -0.023 -0.169
O -3.277 7.388 0.964 -0.151
H -3.454 6.611 -0.837 0.070
H -4.575 5.881 0.336 0.094
H -4.845 7.596 -0.322 0.070
H -2.501 7.758 0.525 0.060
C 0.528 6.643 1.618 -0.090
O -0.786 7.291 1.636 -0.142
H 0.477 5.556 1.397 0.060
H 1.080 7.112 0.814 0.079
H 1.003 6.857 2.519 0.055
H -1.277 6.891 2.349 0.050
C 4.558 2.778 1.606 -0.111
O 4.056 1.498 2.100 -0.173
H 5.620 2.597 1.189 0.105
H 4.041 3.275 0.771 0.069
H 4.565 3.436 2.458 0.066
H 3.124 1.683 2.425 0.082
C -1.107 -4.027 -1.953 -0.093
C -1.082 -4.763 -3.227 -0.340
O -1.920 -4.178 -4.249 -0.091
H -0.512 -3.059 -2.153 0.071
H -0.543 -4.629 -1.131 0.121
H -2.102 -3.810 -1.701 0.029
H -1.375 -5.798 -3.146 0.097
H -0.042 -4.880 -3.514 0.107
H -1.369 -3.484 -4.717 0.061
```